Entry a
# C7H14N2

An isolated molecule of C7H14N2 (wB97M-V/def2-TZVPD, the Open Molecules 2025 dataset).

```
23
Properties=species:S:1:pos:R:3
C -2.1285 -0.1537 0.7686
C -0.6507 -0.3493 0.8455
C -0.1552 -1.5428 -0.0988
C 0.8173 -0.5723 -0.8360
C 2.2879 -0.6052 -0.4303
N 2.3130 -0.0077 0.8867
N 1.3857 1.1134 0.8961
C 0.2796 0.5974 0.0163
C -0.5799 1.6897 -0.6668
H -2.5368 -0.0852 -0.1912
H -2.3483 0.7032 1.2599
H -2.7733 -0.9995 1.0863
H -0.4923 -0.2938 1.9678
H -0.7829 -2.0300 -0.8236
H 0.5274 -2.3851 0.2180
H 0.7550 -0.3531 -1.8444
H 2.5524 -1.5841 -0.4837
H 2.8534 -0.1144 -1.0910
H 2.1627 -0.6954 1.6228
H 1.8310 1.8898 0.5125
H -1.4722 2.0467 -0.2610
H -0.7291 1.3787 -1.6029
H 0.1277 2.5604 -0.8268
```

## Properties
**SMILES**: C[C@H]1C[C@@H]2CNN[C@@]21C
**Gap between HOMO and LUMO**: 9.9 eV
**E_HOMO**: -8.9 eV

These are the natural (NBO) partial charges, in e, on atoms 1 to 2: number 1, C, carries -0.608; number 2, C, carries -0.227

Entry b
# C7H14N2

An isolated molecule of C7H14N2 (wB97M-V/def2-TZVPD, the Open Molecules 2025 dataset).

```
23
Properties=species:S:1:pos:R:3
C -2.7220 1.0769 -0.0277
C -1.9944 -0.1220 -0.3405
C 0.1703 -1.3008 -0.5112
C 1.6678 -0.7341 -0.7272
C 1.6288 0.3966 0.3623
C 0.1553 0.0041 0.8342
C -0.1574 -1.3297 0.8653
H -3.7353 0.9339 -0.1442
H -2.4605 1.5076 0.9378
H -2.5680 2.0135 -0.6779
H -2.3053 -0.8575 -1.1474
H -1.9248 -1.0282 0.5165
H -0.2421 -2.0950 -1.2031
H 2.5221 -1.5622 -0.6882
H 2.0932 -0.2792 -1.6866
H 2.4193 0.1747 1.1081
H 2.0549 2.4301 0.5180
H 1.3376 2.0490 -0.9478
H 0.1009 0.4952 1.9802
H -1.1460 -1.9000 0.8559
H 0.4943 -2.0330 1.6545
N -0.4784 0.1181 -0.4749
N 2.0312 1.6256 -0.0689
```

## Properties
**Gap between HOMO and LUMO**: 9.6 eV
**E_HOMO**: -8.6 eV

These are the natural (NBO) partial charges, in e, on atoms 1 to 2: number 1, C, carries -0.637; number 2, C, carries -0.254

Most favorable first, least favorable last: entry a, entry b

Entry a
# C7H14N2

An isolated molecule of C7H14N2 (wB97M-V/def2-TZVPD, the Open Molecules 2025 dataset).

```
23
Properties=species:S:1:pos:R:3
C 0.6125 -1.1232 -0.4404
C 1.4256 0.0674 -0.0968
C -0.3304 2.1159 -0.3118
C 0.0274 0.9467 0.6193
N 0.3525 -1.2842 -1.8543
N 1.0285 -2.3652 0.1684
C -0.7338 -0.3659 0.4437
C 0.1539 1.3305 1.9792
C -2.0588 -0.3479 -0.0337
H -0.4218 -1.9226 -2.0123
H 0.1836 -0.3998 -2.3170
H 1.8767 -2.6990 -0.2784
H 0.2627 -3.0311 0.1949
H 1.8460 0.6308 -0.9258
H 2.1656 -0.1104 0.6728
H -0.5690 -0.9579 1.3551
H 0.3577 2.9413 -0.1177
H -1.3318 2.4951 -0.1054
H -0.2716 1.8645 -1.3703
H 0.6021 2.2726 2.2715
H -0.0424 0.6113 2.7621
H -2.5398 -1.2441 -0.4071
H -2.5955 0.5752 -0.1960
```

## Properties
**Gap between HOMO and LUMO (alpha / beta)**: 7.4 / 7.8 eV
**E_HOMO (alpha / beta)**: -7.3 / -7.6 eV

These are the natural (NBO) partial charges, in e, on atoms 1 to 2: number 1, C, carries 0.312; number 2, C, carries -0.398

Entry b
# C7H14N2

An isolated molecule of C7H14N2 (wB97M-V/def2-TZVPD, the Open Molecules 2025 dataset).

```
23
Properties=species:S:1:pos:R:3
C -1.5138 -1.2871 -1.6003
C -0.6620 -0.1501 -1.1204
N -1.3525 1.1036 -1.1993
C 0.7908 -0.2586 -1.1991
C 1.2053 0.0727 0.0556
C 2.5293 0.5819 0.5380
C -0.0265 -0.0677 0.8379
C -0.4739 1.0422 1.7435
N -0.5067 -1.3417 1.2911
H -2.1996 -0.9992 -2.4021
H -0.9068 -2.1284 -1.9378
H -2.1231 -1.6391 -0.7587
H -0.7436 1.8830 -0.9838
H -1.7611 1.2390 -2.1197
H 1.3643 -0.6324 -2.0453
H 2.8532 0.0704 1.4479
H 3.2906 0.4428 -0.2314
H 2.4882 1.6524 0.7620
H -1.4994 1.3147 1.4667
H -0.4860 0.7546 2.7994
H 0.1452 1.9323 1.6327
H -0.2945 -1.4825 2.2749
H -0.1176 -2.1026 0.7482
```

## Properties
**SMILES**: C/C(N)=C/C(C)=C(/C)N
**Gap between HOMO and LUMO**: 8.0 eV
**E_HOMO**: -7.1 eV

These are the natural (NBO) partial charges, in e, on atoms 1 to 2: number 1, C, carries -0.663; number 2, C, carries 0.173

Entry c
# C7H14N2

A cluster of 2 separate species, C7H14N2 in total (wB97M-V/def2-TZVPD, the Open Molecules 2025 dataset).

```
23
Properties=species:S:1:pos:R:3
C 1.6950 0.3400 -1.4745
C 2.4472 -0.3719 -0.3050
C 1.3649 -0.7094 0.7007
C 0.4141 -1.7876 0.8960
N -0.3978 -1.4781 1.9159
C 0.1188 -0.3850 2.5642
N 1.2250 0.0355 1.9111
H 2.6073 0.8886 -1.9720
H 1.1902 1.1205 -0.8358
H 1.1341 -0.3264 -1.9888
H 2.8773 -1.3770 -0.5766
H 3.1793 0.3247 -0.0160
H 0.3751 -2.5679 0.0902
H -1.2141 -1.9749 2.2132
H -0.3815 0.1185 3.3853
C -2.1200 0.7848 -1.5824
C -2.0364 1.1465 -0.1315
H -3.2694 0.7748 -1.9023
H -1.4273 1.5360 -2.1370
H -1.8112 -0.1852 -2.0188
H -2.8894 1.8310 0.2308
H -1.2126 1.7473 0.2921
H -1.8687 0.5155 0.7410
```

## Properties
**SMILES**: CCc1c[nH]cn1.CC
**Gap between HOMO and LUMO**: 9.2 eV
**E_HOMO**: -8.3 eV

These are the natural (NBO) partial charges, in e, on atoms 1 to 2: number 1, C, carries -0.590; number 2, C, carries -0.426

Entry d
# C7H14N2

An isolated molecule of C7H14N2 (wB97M-V/def2-TZVPD, the Open Molecules 2025 dataset).

```
23
Properties=species:S:1:pos:R:3
C -1.7686 2.1231 -1.1360
N -0.4145 2.0996 -1.7267
C 0.5567 1.4784 -1.1442
N 0.4680 0.6315 -0.0480
C 1.6425 0.0255 0.5652
C 0.7519 -1.1256 0.9976
C 0.3153 -1.0837 2.4486
C -0.3170 -0.6179 -0.0164
C -0.3831 -1.4155 -1.3514
H -1.6640 2.3378 -0.0018
H -2.3013 1.1118 -1.2254
H -2.3214 2.9482 -1.5349
H 1.5319 1.6440 -1.5925
H 2.3618 -0.2957 -0.1722
H 2.1018 0.5665 1.4042
H 1.2004 -2.1698 0.7581
H -0.3145 -0.1699 2.6382
H 1.2185 -0.9505 3.1724
H -0.2336 -2.0357 2.8152
H -1.3151 -0.3863 0.3696
H -0.9265 -2.3656 -1.3337
H 0.5974 -1.6151 -1.7092
H -0.7866 -0.7352 -2.1768
```

## Properties
**SMILES**: C/N=C\N1C[C@@H](C)[C@@H]1C
**Gap between HOMO and LUMO**: 9.7 eV
**E_HOMO**: -8.7 eV

These are the natural (NBO) partial charges, in e, on atoms 1 to 2: number 1, C, carries -0.454; number 2, N, carries -0.467

Most favorable first, least favorable last: entry d, entry b, entry c, entry a